# 1
A gas-phase ion, C2H8N2P (charge +1) at a distorted geometry, computed with ωB97M-V/def2-TZVPD.

Computed properties:
HOMO-LUMO gap (alpha / beta): 8.302 / 8.304 eV
E_LUMO (alpha / beta): -5.31 / -5.31 eV
total charge: +1

```
13
Properties=species:S:1:pos:R:3:forces:R:3
C -0.387 1.120 -0.677 1.81 0.55 2.83
C 0.417 -1.156 -0.146 0.63 -0.36 0.92
N 0.719 1.056 1.328 -1.72 1.58 -2.77
N -0.690 -0.281 -0.683 -0.55 -0.18 -0.23
P 0.743 -0.535 1.609 0.16 -1.47 -0.28
H -1.183 1.806 -0.457 -0.28 -0.05 -0.03
H 0.416 1.441 -1.317 0.02 -0.14 -0.24
H 0.113 -2.203 -0.178 -0.12 0.07 -0.11
H 1.303 -1.017 -0.769 -0.15 0.09 0.01
H 1.568 1.517 1.032 0.19 -0.05 -0.07
H -1.532 -0.445 -0.108 0.25 -0.01 -0.31
H -0.885 -0.609 -1.642 -0.10 0.14 0.22
H -0.601 -0.694 2.008 -0.14 -0.15 0.06
```
Forces are in eV/Å.

***

# 2
2 unconnected molecules or ions with the total composition C2H8N2PS at a distorted geometry, computed with ωB97M-V/def2-TZVPD.

Computed properties:
HOMO-LUMO gap: 8.659 eV
E_LUMO: -4.71 eV
total charge: +1

```
14
Properties=species:S:1:pos:R:3:forces:R:3
C 1.629 -0.935 -0.404 -0.52 0.15 0.38
C -0.495 0.742 -1.227 3.42 -0.15 0.07
N 0.322 0.100 2.140 0.40 1.55 1.26
N -1.453 0.906 -2.029 -2.53 0.45 -0.70
P -1.057 -0.563 2.286 -1.77 -1.62 -1.05
S 0.862 -0.132 -1.847 -0.73 0.25 0.70
H 1.901 -1.875 -0.860 -0.30 -0.67 0.32
H 0.985 -0.962 0.534 0.98 -0.09 -1.66
H 2.566 -0.455 -0.232 0.47 0.60 0.48
H -0.451 1.390 -0.341 -0.26 -1.08 0.27
H -1.532 0.530 -2.959 0.30 -0.53 -0.18
H 0.612 0.614 2.979 0.57 -0.32 -0.19
H -2.310 1.260 -1.659 -0.52 0.86 -0.03
H -1.579 -0.619 3.620 0.47 0.58 0.34
```
Forces are in eV/Å.

***

# 3
C2H8N2S in the gas phase at a distorted geometry, computed with ωB97M-V/def2-TZVPD.

Computed properties:
HOMO-LUMO gap: 8.428 eV
E_LUMO: 0.52 eV

```
13
Properties=species:S:1:pos:R:3:forces:R:3
C -1.831 -0.094 -0.193 -0.47 -0.77 2.74
C -0.521 0.606 0.126 -1.32 2.72 -3.09
N 2.217 0.904 0.481 -0.92 0.46 -3.08
N 0.946 -1.444 0.069 -1.15 1.00 -1.10
S 0.833 0.047 -0.835 3.48 -0.69 3.49
H -1.801 -1.138 0.181 -0.26 0.57 -0.17
H -2.734 0.446 0.253 1.29 -0.70 -0.68
H -1.877 -0.134 -1.245 -0.52 -0.01 -1.28
H -0.024 0.833 1.038 -0.43 -0.07 1.32
H -0.693 1.591 -0.436 0.51 -0.54 1.25
H 2.752 1.694 -0.062 -1.31 -1.71 0.77
H 1.225 -1.174 1.009 0.57 -0.19 -0.25
H 1.508 -2.136 -0.387 0.53 -0.08 0.07
```
Forces are in eV/Å.

***

# 4
2 unconnected molecules or ions with the total composition C2H8N2S at a distorted geometry, computed with ωB97M-V/def2-TZVPD.

Computed properties:
SMILES: N/C=C/N.S
HOMO-LUMO gap: 8.735 eV
E_LUMO: 0.78 eV

```
13
Properties=species:S:1:pos:R:3:forces:R:3
N 1.050 -0.567 -0.573 0.08 -0.03 0.52
C 0.478 0.032 0.598 -0.37 -0.46 -0.05
C -0.711 -0.333 1.073 0.44 0.32 0.19
N -1.313 0.228 2.208 -0.08 -0.24 -0.27
H 2.051 -0.709 -0.497 0.00 -0.06 0.02
H 0.609 -1.443 -0.827 0.01 -0.03 0.07
H 1.028 0.863 1.010 0.11 0.07 -0.01
H -1.255 -1.152 0.626 -0.08 -0.10 -0.06
H -0.902 1.105 2.474 0.14 0.23 0.12
H -2.303 0.352 2.081 -0.23 -0.02 0.09
S 0.599 1.148 -2.957 -0.04 -0.46 0.53
H 0.818 0.276 -1.661 -0.07 0.65 -1.22
H -0.149 0.199 -3.554 0.10 0.12 0.07
```
Forces are in eV/Å.

***

# 5
C2H8N2Si in the gas phase at a distorted geometry, computed with ωB97M-V/def2-TZVPD.

Computed properties:
SMILES: CN1N[Si@H]1C
HOMO-LUMO gap: 9.258 eV
E_LUMO: 0.95 eV

```
13
Properties=species:S:1:pos:R:3:forces:R:3
C 0.317 -0.249 -1.926 0.57 -1.81 0.54
N 0.930 -0.492 -0.609 -2.47 -2.98 0.04
N 1.342 0.714 0.026 -0.30 1.08 1.23
Si 0.315 -0.358 1.021 0.07 0.73 -0.37
C -1.389 0.393 1.445 0.80 -1.66 1.40
H 1.297 -0.017 -2.396 -1.39 0.08 -1.29
H -0.262 -1.202 -2.331 1.54 1.99 0.75
H -0.357 0.590 -1.830 -0.20 0.43 -0.54
H 2.319 0.564 0.044 1.42 0.61 0.74
H 0.776 -1.391 2.016 -0.02 0.47 -0.47
H -1.551 1.207 0.807 -0.42 1.21 -0.94
H -2.081 -0.415 1.236 -0.41 -0.11 -0.39
H -1.654 0.656 2.498 0.80 -0.02 -0.70
```
Forces are in eV/Å.

***

# 6
2 unconnected molecules or ions with the total composition C2H8N3 at a distorted geometry, computed with ωB97M-V/def2-TZVPD.

Computed properties:
HOMO-LUMO gap: 8.940 eV
E_LUMO: -4.40 eV
total charge: +1

```
13
Properties=species:S:1:pos:R:3:forces:R:3
C 0.593 1.153 0.562 1.46 -0.60 2.63
C -0.555 1.630 -0.183 -1.02 -1.74 2.20
N -0.422 -2.058 -0.546 -1.27 1.70 -1.78
N 1.474 1.130 1.346 -0.26 0.45 -2.19
N 0.213 -1.095 0.363 -1.23 -0.95 0.88
H -0.270 1.607 -1.170 0.35 0.03 -2.56
H -0.765 2.608 0.150 -0.24 1.32 0.25
H -1.444 0.963 0.003 1.04 0.65 -0.24
H 0.091 -2.073 -1.480 -0.67 0.24 1.67
H -1.321 -1.514 -0.760 1.38 -1.54 -0.01
H 2.483 1.075 1.579 -1.34 0.03 0.10
H -0.158 -1.441 1.291 0.64 0.76 -1.02
H 1.175 -1.337 0.390 1.17 -0.36 0.08
```
Forces are in eV/Å.

***

# 7
A gas-phase ion, C2H8N3 (charge +1) at a distorted geometry, computed with ωB97M-V/def2-TZVPD.

Computed properties:
SMILES: [H]/N=[N+](\N)CC
HOMO-LUMO gap (alpha / beta): 9.559 / 9.399 eV
E_LUMO (alpha / beta): -6.35 / -6.26 eV
total charge: +1

```
13
Properties=species:S:1:pos:R:3:forces:R:3
H 2.374 1.319 -0.826 1.75 -0.31 0.82
N 1.430 1.429 -1.086 -6.75 -4.11 1.73
N 0.707 0.408 -0.381 6.82 4.55 -2.21
N 1.421 -0.277 0.482 -0.28 -0.58 1.00
C -0.623 -0.023 -0.650 -1.63 -0.39 0.56
C -1.477 -0.407 0.597 -0.19 -0.39 -0.26
H 0.925 -1.003 1.021 0.52 0.66 -0.32
H 2.277 0.176 0.846 -0.84 -0.63 -0.24
H -1.080 0.777 -1.182 -0.39 0.77 -0.37
H -0.570 -0.838 -1.365 0.29 -0.33 -0.02
H -1.734 0.472 1.219 0.69 -0.61 0.01
H -2.441 -0.674 0.172 -0.14 -0.07 -0.22
H -1.209 -1.361 1.152 0.15 1.44 -0.48
```
Forces are in eV/Å.

***

# 8
A gas-phase ion, C2H8N3 (charge +1) at a distorted geometry, computed with ωB97M-V/def2-TZVPD.

Computed properties:
SMILES: C1NC[NH2+]N1
HOMO-LUMO gap: 11.169 eV
E_LUMO: -3.69 eV
total charge: +1

```
13
Properties=species:S:1:pos:R:3:forces:R:3
C 0.284 -1.221 0.260 1.69 -2.18 0.68
N 1.227 -0.253 -0.201 -0.83 1.17 1.72
C 0.643 1.019 0.145 -0.52 -3.05 -2.41
N -0.944 0.720 0.044 -1.31 -0.12 2.71
N -1.054 -0.722 -0.050 -0.10 0.70 1.46
H 0.515 -2.232 -0.297 -0.83 1.81 1.60
H 0.514 -1.225 1.400 -1.28 -0.75 -1.71
H 1.570 -0.482 -1.105 0.18 0.96 -1.00
H 0.697 1.438 1.075 0.71 0.11 2.93
H 0.983 1.727 -0.510 0.23 1.99 -1.96
H -1.549 1.033 0.937 2.00 -0.61 -2.27
H -1.439 1.069 -0.751 -0.10 0.87 -0.72
H -1.446 -0.872 -0.946 0.14 -0.91 -1.04
```
Forces are in eV/Å.

***

# 9
2 unconnected molecules or ions with the total composition C2H8N3 at a distorted geometry, computed with ωB97M-V/def2-TZVPD.

Computed properties:
HOMO-LUMO gap: 9.417 eV
E_LUMO: -5.05 eV
total charge: +1

```
13
Properties=species:S:1:pos:R:3:forces:R:3
N -0.606 -1.209 -0.854 0.30 0.78 0.52
C -1.524 -0.678 0.085 -0.33 2.63 0.37
N -1.586 0.610 0.348 -0.39 -3.35 0.24
H -0.511 -2.197 -0.808 -0.20 -0.90 0.19
H -0.759 -0.973 -1.815 -0.16 0.58 -0.47
H -2.140 -1.435 0.561 -0.04 0.08 0.29
H -2.305 0.727 1.109 0.80 0.03 -1.10
C 1.439 1.465 0.413 1.38 -1.92 -1.12
N 1.638 0.204 0.103 -0.17 3.38 0.86
H 0.501 1.975 0.197 -0.09 -0.38 0.42
H 2.358 1.982 0.743 -0.87 0.02 -0.01
H 2.612 -0.055 0.189 -0.10 -0.82 0.03
H 0.882 -0.416 -0.269 -0.14 -0.14 -0.21
```
Forces are in eV/Å.

***

# 10
A molecular structure, C2H8N3O at a distorted geometry, computed with ωB97M-V/def2-TZVPD.

Computed properties:
HOMO-LUMO gap: 8.747 eV
E_LUMO: -5.02 eV
total charge: +1

```
14
Properties=species:S:1:pos:R:3:forces:R:3
C -1.412 -0.328 0.243 -5.06 0.23 0.16
C 1.049 -0.360 0.458 -1.93 -4.21 0.79
N -1.522 1.038 0.012 -0.86 -0.06 -1.11
N -2.347 -1.232 0.458 4.48 1.18 0.04
N -0.133 -0.896 0.260 0.98 -0.12 0.09
O 1.186 0.868 0.640 2.52 2.08 -0.20
H 2.653 0.399 -2.105 1.30 0.68 0.25
H 1.859 -1.084 0.671 -0.28 0.54 -0.48
H -2.516 1.373 -0.263 2.55 -0.87 0.67
H -0.747 1.454 -0.550 -1.26 -0.27 0.78
H -3.223 -1.095 0.904 -0.97 0.97 -0.40
H 3.342 0.761 -1.963 -1.31 -0.69 -0.23
H -0.364 -1.860 0.512 0.83 -0.51 -0.42
H 2.174 0.962 0.724 -0.98 1.04 0.07
```
Forces are in eV/Å.

***

| no. | DFT total energy (Eh) |
| --- | --- |
| 1 | -531.4949 |
| 2 | -929.7250 |
| 3 | -588.5404 |
| 4 | -588.6505 |
| 5 | -479.9235 |
| 6 | -244.9119 |
| 7 | -244.8856 |
| 8 | -244.9350 |
| 9 | -244.9889 |
| 10 | -320.1818 |